# 1
Density functional theory data (the ωB97M-V functional and the def2-TZVPD basis) for one molecule with the formula CH2N2OS2 in a non-equilibrium geometry.

Energy (eV): -27762.2014
Multiplicity: 3
HOMO-LUMO gap (alpha / beta) (eV): 6.993 / 5.569
ΔE to the lowest compared entry with this formula, charge and spin (kJ/mol): 210.1
<S²>: 2.01

Geometry as XYZ:
```
8
Properties=species:S:1:pos:R:3:forces:R:3
C 0.7942 0.0859 -0.6703 0.07 0.30 -0.66
N 0.1937 -0.2604 0.3854 0.52 0.13 1.02
N -1.1273 -0.4123 0.1483 0.28 -0.47 -0.99
O 0.0658 0.2851 -1.7858 2.51 -0.49 0.05
S -1.6315 0.1887 -1.4337 -2.39 -1.85 0.45
S -2.4753 1.8852 -1.2510 -1.05 2.13 0.28
H 1.8518 0.2602 -0.7387 0.25 0.03 0.13
H -1.7264 -0.3021 0.9535 -0.19 0.22 -0.29
```
Positions in Å, forces in eV/Å.

So, what does the Löwdin scheme give us? The charges, in e, come out as: -0.319, -0.026, -0.289, -0.349, 0.471, 0.300, 0.121, 0.092

---

# 2
Density functional theory data (the ωB97M-V functional and the def2-TZVPD basis) for C33H37Cl4F6HgN7O2P as an isolated structure in a non-equilibrium geometry.

Net charge: +1
Energy (eV): -129202.3620
HOMO-LUMO gap (eV): 7.764
ΔE to the lowest compared entry with this formula, charge and spin (kJ/mol): 57.0

Geometry as XYZ:
```
91
Properties=species:S:1:pos:R:3:forces:R:3
Hg -1.9030 1.2378 -1.3472 0.07 0.11 0.03
P 0.4324 0.4790 1.3415 1.01 0.18 0.79
F -0.8223 -0.4150 0.8042 0.23 -0.41 -0.04
F 0.8307 -0.5654 2.4852 -0.62 -0.05 -0.02
F 1.4671 -0.2825 0.3632 -0.82 0.00 -0.70
F 1.6383 1.4740 1.7204 -0.38 0.13 0.41
F 0.0162 1.5637 0.1534 0.10 -0.09 -0.32
F -0.5792 1.2268 2.3528 0.13 0.05 -0.26
N -2.0924 -0.9553 -1.9434 -0.13 -0.46 -0.13
C -0.9917 -1.7004 -2.0909 0.24 0.40 -0.31
C -1.0367 -3.0164 -2.4790 0.12 -1.29 -0.03
C -2.2476 -3.6895 -2.6529 -0.19 1.45 0.17
C -3.3874 -2.9163 -2.4241 -0.38 0.02 -0.64
C -3.2755 -1.5695 -2.1407 0.57 0.60 0.59
H -0.0171 -1.2321 -2.0012 -0.13 0.16 0.26
H -0.0926 -3.5284 -2.6215 -0.01 0.01 -0.05
H -2.3353 -4.6973 -3.0274 0.18 -0.14 0.21
H -4.3905 -3.2822 -2.5993 0.08 -0.25 0.11
H -4.1169 -0.8983 -2.0338 -0.31 -0.33 -0.02
N 2.9697 -1.4521 -2.3360 1.16 -0.02 0.50
C 2.7314 -2.4775 -3.1486 -0.52 0.18 -0.07
C 2.8197 -3.8169 -2.7658 0.12 0.31 0.19
C 3.1233 -4.0517 -1.4376 0.40 -0.15 0.94
C 3.4692 -3.0061 -0.5823 0.27 0.13 -0.97
C 3.4915 -1.7243 -1.1252 -1.21 -0.27 0.47
H 2.3902 -2.1331 -4.1216 0.02 -0.54 -0.19
H 2.6914 -4.6505 -3.4409 -0.21 0.15 -0.18
H 3.1631 -5.0307 -0.9727 -0.17 -0.21 -0.51
H 3.7803 -3.2327 0.4290 0.03 0.25 0.07
H 3.7587 -0.8877 -0.4933 0.10 0.14 -0.14
N -3.8349 1.4681 0.0429 -0.68 -0.84 0.05
C -5.0044 2.0579 -0.2972 0.54 -0.26 0.10
C -6.0921 2.0888 0.5449 -0.82 -0.09 0.27
C -6.0845 1.3674 1.7366 0.79 0.01 0.38
C -4.9190 0.6974 2.0534 0.24 0.06 -0.30
C -3.8377 0.7718 1.1909 0.11 0.15 0.37
H -5.0773 2.4495 -1.3019 0.12 0.38 0.10
H -6.9745 2.6543 0.2784 0.02 -0.07 -0.23
H -6.8802 1.3216 2.4680 -0.35 0.28 -0.38
H -4.7586 0.1342 2.9614 -0.32 -0.03 0.06
H -2.9633 0.2381 1.5287 0.53 0.16 -0.47
N 4.7152 -2.9971 3.5647 -0.37 0.36 -1.24
C 5.7334 -2.5458 2.8106 0.16 -0.52 0.68
C 5.8336 -1.2592 2.3045 -0.16 -0.04 0.09
C 4.8010 -0.3785 2.5744 -0.90 0.22 -0.66
C 3.6638 -0.8446 3.2216 0.69 -0.68 -0.04
C 3.6685 -2.1752 3.6358 -0.08 0.64 1.08
H 6.5122 -3.2850 2.6627 0.21 0.18 -0.06
H 6.6850 -0.9373 1.7218 0.08 -0.14 0.02
H 4.7734 0.6091 2.1267 0.30 0.13 0.30
H 2.7928 -0.2531 3.4368 0.09 0.28 -0.18
H 2.7867 -2.4968 4.1851 0.15 -0.46 -0.03
N -0.2166 1.4623 -3.0446 0.62 0.69 -1.09
C -0.4787 1.8496 -4.3194 -0.45 0.07 -0.26
C 0.4407 1.9349 -5.3444 0.18 -0.13 0.59
C 1.7772 1.6492 -5.0548 0.05 -0.12 -0.46
C 2.0958 1.3088 -3.7678 -0.65 -0.04 0.48
C 1.0773 1.2536 -2.8069 0.99 -0.73 0.29
H -1.4810 2.1376 -4.6181 -0.28 -0.28 0.58
H 0.0477 2.1928 -6.3161 0.32 0.09 -0.13
H 2.5732 1.6330 -5.7893 -0.25 0.17 -0.24
H 3.0846 0.9870 -3.4772 0.02 0.15 0.05
H 1.4177 0.9273 -1.8294 -0.54 0.06 0.19
N -1.7527 3.5740 -1.2085 -0.51 1.79 0.15
C -2.7470 4.3538 -1.6771 0.05 -0.49 0.09
C -2.8286 5.7225 -1.4746 -0.40 -0.42 -0.77
C -1.8378 6.3729 -0.7852 0.04 -0.26 0.81
C -0.8219 5.5891 -0.2391 -0.04 0.51 -0.14
C -0.8042 4.2389 -0.4939 0.32 -1.38 -1.35
H -3.5038 3.8723 -2.2844 -0.04 -0.09 0.08
H -3.6592 6.2384 -1.9374 0.05 0.13 0.09
H -1.9037 7.4416 -0.6335 0.22 0.00 0.04
H -0.0263 6.0150 0.3536 0.05 0.03 -0.12
H 0.0689 3.6087 -0.3850 0.05 0.34 0.99
C 0.3061 -3.6422 1.2871 0.83 0.15 0.09
N 1.0665 -4.8316 1.7933 -0.31 -0.11 -0.23
O 1.3002 -4.8748 2.9822 -0.04 0.06 -0.21
O 1.4015 -5.6667 0.9716 0.04 0.17 0.23
H 1.0371 -2.8317 1.2918 -0.15 0.11 0.17
H -0.5003 -3.4351 1.9815 -0.10 0.01 -0.12
H 0.0248 -3.8165 0.2573 -0.29 -0.23 0.05
C -0.2474 -2.0375 4.8665 -0.03 -0.42 -1.06
Cl -0.3445 -2.7690 6.4278 0.18 -0.06 0.75
Cl -1.8524 -1.4373 4.3535 0.14 0.15 -0.11
H 0.4922 -1.2502 4.7812 -0.23 0.24 0.41
H 0.0338 -2.8208 4.1658 -0.07 0.05 0.01
C -0.1187 4.2084 3.2454 0.27 -0.07 0.24
Cl -0.4779 4.4803 4.9668 -0.25 -0.11 -0.47
Cl 1.0443 5.4489 2.6855 -0.12 -0.44 0.00
H 0.2860 3.2056 3.1527 0.39 0.26 0.00
H -0.9969 4.2522 2.6086 -0.20 0.33 0.31
```
Positions in Å, forces in eV/Å.

Here are the Löwdin charges for atoms 1 to 8, given in e: 1.211, 0.188, -0.195, -0.149, -0.149, -0.131, -0.260, -0.152